The following is a quantum chemistry calculation of a structure of composition C62H70AsBrCsN5O8PSeSi, from OMol25.

Summary:
HOMO level in hartree: -0.2215
Lowest unoccupied orbital energy in eV: 1.569
Charge: -1

Structure (XYZ):
```
151
Properties=species:S:1:pos:R:3:mulliken_charge:R:1
Cs -0.546 -0.624 1.471 0.497
C -0.054 -0.766 4.838 -0.734
O 0.981 -0.434 3.932 0.808
C 2.241 -0.264 4.348 -0.183
C 2.655 -0.293 5.661 -0.706
C 3.998 -0.067 5.956 -0.826
Br 4.560 -0.113 7.773 -0.249
C 4.914 0.198 4.975 -0.834
C 4.496 0.245 3.633 1.030
C 3.157 0.024 3.306 0.273
O 2.659 0.095 2.067 0.141
C 5.452 0.559 2.573 -0.353
N 5.123 0.836 1.335 -0.119
C 6.310 1.105 0.677 0.139
C 6.539 1.479 -0.643 -0.681
C 7.848 1.691 -1.033 -0.783
C 8.915 1.539 -0.136 -0.389
C 8.701 1.178 1.183 -1.113
C 7.383 0.969 1.566 0.633
N 6.805 0.629 2.774 0.016
H 0.197 -1.663 5.409 0.444
H -0.929 -0.974 4.227 -0.091
H -0.265 0.069 5.511 0.442
H 1.950 -0.490 6.456 0.604
H 5.943 0.391 5.242 0.485
H 3.387 0.349 1.449 0.522
H 5.710 1.588 -1.328 0.664
H 8.058 1.981 -2.055 0.417
H 9.926 1.712 -0.480 0.377
H 9.523 1.068 1.878 0.399
H 7.289 0.381 3.617 0.229
C 0.007 1.044 -3.853 -1.310
C 0.116 -0.065 -4.894 -1.005
As 0.122 0.668 -6.721 0.133
C 1.926 1.438 -6.604 0.020
C 2.046 2.814 -6.433 -0.197
C 3.291 3.401 -6.247 -0.569
C 4.433 2.615 -6.249 -0.433
C 4.325 1.242 -6.433 -0.722
C 3.079 0.657 -6.602 -0.043
C 0.602 -0.963 -7.692 -0.208
C 1.009 -0.834 -9.020 -0.217
C 1.352 -1.948 -9.769 -0.628
C 1.280 -3.215 -9.202 -0.386
C 0.864 -3.356 -7.888 -0.734
C 0.527 -2.236 -7.136 0.086
P 0.270 0.524 -2.091 0.312
C -0.774 -0.978 -1.991 0.618
C -2.053 -0.821 -1.456 -1.471
C -2.882 -1.914 -1.254 0.345
C -2.442 -3.187 -1.583 -0.748
C -1.175 -3.358 -2.130 -0.952
C -0.349 -2.262 -2.337 -0.011
C 1.963 -0.166 -2.123 -0.100
C 2.937 0.300 -3.006 0.029
C 4.240 -0.174 -2.933 -0.791
C 4.596 -1.107 -1.969 -0.829
C 3.641 -1.570 -1.075 -0.416
C 2.336 -1.100 -1.151 0.069
H -0.987 1.495 -3.887 0.636
H 0.722 1.851 -4.038 0.563
H -0.735 -0.741 -4.793 0.831
H 1.030 -0.647 -4.759 0.411
H 1.154 3.432 -6.435 0.396
H 3.368 4.471 -6.101 0.392
H 5.405 3.070 -6.107 0.412
H 5.214 0.623 -6.432 0.402
H 3.005 -0.417 -6.724 0.353
H 1.068 0.153 -9.466 0.347
H 1.675 -1.829 -10.796 0.371
H 1.547 -4.087 -9.785 0.367
H 0.805 -4.340 -7.441 0.392
H 0.214 -2.364 -6.108 0.471
H -2.393 0.146 -1.091 0.498
H -3.851 -1.761 -0.798 0.374
H -3.073 -4.047 -1.393 0.440
H -0.820 -4.351 -2.377 0.421
H 0.647 -2.419 -2.734 0.552
H 2.691 1.029 -3.768 0.133
H 4.976 0.194 -3.639 0.507
H 5.616 -1.468 -1.915 0.391
H 3.873 -2.321 -0.330 0.497
H 1.610 -1.507 -0.455 0.094
Se -1.403 3.395 1.186 0.378
N -0.100 2.640 2.138 -0.012
C 0.677 3.616 2.563 0.297
C 1.840 3.432 3.378 -0.147
C 2.556 4.519 3.746 -0.750
C 2.181 5.845 3.341 -0.464
C 1.090 6.073 2.572 -0.846
C 0.299 4.956 2.153 0.546
N -0.782 5.029 1.400 -0.846
H 2.113 2.430 3.681 0.534
H 3.438 4.399 4.364 0.446
H 2.793 6.678 3.666 0.360
H 0.796 7.067 2.263 0.451
O 2.999 -4.240 0.546 -0.765
C 1.833 -4.361 0.899 0.225
C 1.064 -5.679 0.722 -0.549
C -0.292 -5.376 1.336 -0.512
C -0.156 -3.907 1.755 -0.071
O -1.099 -3.301 2.283 -0.452
N 1.058 -3.399 1.474 0.074
H 1.614 -6.484 1.209 0.331
H 1.018 -5.908 -0.344 0.189
H -0.533 -5.977 2.213 0.345
H -1.127 -5.459 0.638 0.169
C -3.241 1.653 4.587 -1.074
C -4.697 1.989 4.252 2.025
C -4.890 3.503 4.276 -1.927
C -5.625 1.314 5.261 -1.662
O -5.075 1.556 2.954 -0.031
Si -4.351 0.349 2.039 -2.480
O -2.913 0.703 1.537 0.521
O -4.380 -1.020 2.981 0.883
C -5.056 -2.267 2.945 1.972
C -6.557 -2.046 3.131 -1.715
C -4.480 -3.079 4.101 -1.667
C -4.783 -2.986 1.627 -1.106
O -5.490 0.068 0.844 0.352
C -6.092 1.024 -0.015 1.773
C -5.171 2.219 -0.275 -0.937
C -7.397 1.501 0.622 -1.691
C -6.379 0.300 -1.329 -1.687
H -2.993 2.049 5.575 0.663
H -2.574 2.080 3.838 -0.057
H -3.096 0.571 4.586 0.010
H -4.673 3.905 5.269 0.428
H -5.918 3.751 4.008 0.370
H -4.222 3.972 3.550 0.306
H -5.416 1.662 6.276 0.467
H -5.483 0.234 5.215 0.052
H -6.665 1.539 5.014 0.343
H -6.748 -1.537 4.078 0.306
H -7.085 -3.002 3.129 0.481
H -6.933 -1.421 2.320 0.065
H -4.625 -2.542 5.041 0.343
H -3.410 -3.223 3.937 0.137
H -4.964 -4.056 4.173 0.375
H -5.218 -2.410 0.809 -0.035
H -5.225 -3.986 1.636 0.626
H -3.705 -3.077 1.476 0.043
H -4.981 2.762 0.652 0.046
H -5.643 2.891 -0.996 0.567
H -4.212 1.879 -0.667 -0.008
H -7.181 1.963 1.584 0.082
H -8.059 0.648 0.787 0.357
H -7.900 2.221 -0.028 0.456
H -5.444 -0.017 -1.794 0.185
H -6.916 0.952 -2.022 0.422
H -6.987 -0.586 -1.135 0.339
```

The following is a quantum chemistry calculation of an isolated molecule of C4H6N4 in a non-equilibrium geometry, from OMol25.

Summary:
HOMO level in hartree: -0.3177
Lowest unoccupied orbital energy in eV: 0.801

Structure (XYZ):
```
14
Properties=species:S:1:pos:R:3:mulliken_charge:R:1
H 2.896 1.226 0.243 0.255
N 2.416 0.236 0.092 -0.706
C 1.155 0.091 0.013 0.339
N 0.684 -1.302 -0.434 -0.164
N -0.441 -1.838 0.277 -0.530
C -1.472 -1.047 0.180 -0.202
C -1.075 0.287 -0.512 0.107
N -1.109 1.613 -0.031 -0.575
C -0.060 0.794 0.448 -0.074
H 1.382 -2.073 -0.442 0.327
H -2.491 -1.209 0.718 0.333
H -0.665 0.051 -1.482 0.335
H -0.950 2.503 -0.666 0.291
H -0.269 0.667 1.597 0.264
```

The following is a quantum chemistry calculation of a cluster of 2 separate species, CF2IO3S in total in a non-equilibrium geometry, from OMol25.

Summary:
HOMO level (spin up / spin down) in hartree: -0.1488 / -0.1488
Lowest unoccupied orbital energy (spin up / spin down) in eV: 2.972 / 2.971
Charge: -1

Structure (XYZ):
```
8
Properties=species:S:1:pos:R:3:mulliken_charge:R:1
C 1.307 0.866 0.285 -0.037
O -0.189 -2.173 -0.066 -0.437
O -1.712 -0.694 1.295 -0.489
O -1.332 -0.268 -1.099 -0.396
F 1.038 1.589 -0.744 -0.136
F 1.793 1.823 1.264 -0.268
S -0.937 -0.930 0.066 0.965
I 3.009 -0.485 -0.129 -0.202
```

The following is a quantum chemistry calculation of a cluster of 3 separate species, C3H10O4 in total in a non-equilibrium geometry, from OMol25.

Summary:
HOMO level in hartree: -0.3866
Lowest unoccupied orbital energy in eV: 0.267

Structure (XYZ):
```
17
Properties=species:S:1:pos:R:3:mulliken_charge:R:1
C 0.154 2.167 0.205 -1.069
C 0.608 0.651 0.244 -0.435
C -0.579 -0.324 0.056 0.590
O -1.096 -0.535 -1.051 -0.551
O -0.798 -0.925 1.252 -0.436
H -0.015 2.644 1.223 0.251
H -0.713 2.335 -0.390 0.321
H 0.993 2.599 -0.259 0.344
H 1.554 0.734 -0.425 0.319
H 1.037 0.586 1.195 0.267
H -0.184 -0.875 1.935 0.332
O 1.624 -2.050 2.157 -0.632
H 2.092 -1.528 1.488 0.333
H 1.900 -2.980 2.026 0.316
O -2.246 -0.753 -3.612 -0.630
H -2.113 -0.124 -2.848 0.377
H -2.218 -1.622 -3.196 0.303
```

What are the DFT total energy values for these records? In order: -303213.3237; -10200.0784; -31549.8713; -11462.2920 eV.